a:
The following is a DFT calculation (ωB97M-V/def2-TZVPD) of a 2-piece molecular cluster, C5H13N overall.

Its net charge is 0. The HOMO energy is -9.18 eV. The orbital gap comes out at 0.377 Eh. The structure (SMILES) is C=CC.CCN.

```
19
Properties=species:S:1:pos:R:3:nbo_charge:R:1
C 1.28601 2.18793 0.52081 -0.407
C 0.45081 2.28147 -0.49843 -0.169
C 0.67976 1.93224 -1.92208 -0.655
H 0.97922 2.49121 1.50965 0.201
H 2.30485 1.84389 0.37421 0.189
H -0.51902 2.73133 -0.32400 0.189
H -0.11183 1.30307 -2.32888 0.218
H 0.65495 2.80800 -2.58627 0.220
H 1.65972 1.49654 -2.13589 0.212
C -0.35177 -1.84010 1.82193 -0.612
C -0.59249 -1.51876 0.35602 -0.217
N -1.68522 -2.33297 -0.18971 -0.832
H -1.15238 -1.37553 2.39732 0.212
H -0.45902 -2.91998 1.97871 0.195
H 0.64261 -1.54568 2.13974 0.213
H -0.87519 -0.49504 0.26055 0.183
H 0.32856 -1.53818 -0.20593 0.157
H -1.75504 -2.20899 -1.18924 0.356
H -1.48452 -3.30045 0.02151 0.346
```

b:
The following is a DFT calculation (ωB97M-V/def2-TZVPD) of a 2-piece molecular cluster, C5H13N overall.

Its net charge is 0. The HOMO energy (spin up / spin down) is -9.17 / -8.20 eV. The orbital gap (spin up / spin down) comes out at 0.351 / 0.297 Eh.

```
19
Properties=species:S:1:pos:R:3:nbo_charge:R:1
C 0.75673 0.34567 -0.65664 -0.138
C -1.07650 -0.77026 0.99688 -0.268
C 1.45630 1.63266 -0.19242 -0.622
C 0.55207 0.28149 -2.17692 -0.605
C -2.16719 -1.30254 1.84704 -0.699
N 1.22395 -0.85388 -0.14357 -0.510
H 1.73821 -0.68623 0.72346 0.313
H -0.35264 0.46619 -0.24681 0.233
H -0.33506 -0.14271 1.45455 0.175
H -0.89308 -1.21108 0.03706 0.203
H 2.48299 1.65788 -0.56582 0.208
H 1.51967 0.26922 -2.68382 0.207
H 0.02089 -0.63224 -2.44591 0.217
H 1.49064 1.68522 0.89916 0.203
H 0.93743 2.52123 -0.55833 0.213
H -0.01893 1.14119 -2.53452 0.203
H -2.46291 -0.60051 2.62966 0.217
H -3.04395 -1.58353 1.25953 0.220
H -1.82863 -2.21778 2.35742 0.232
```

c:
The following is a DFT calculation (ωB97M-V/def2-TZVPD) of one molecule with the formula C5H13N.

Its net charge is 0. The HOMO energy is -7.86 eV. The orbital gap comes out at 0.329 Eh. The structure (SMILES) is CC(C)N(C)C.

```
19
Properties=species:S:1:pos:R:3:nbo_charge:R:1
C 1.08973 1.49255 -0.63892 -0.624
C 0.73458 0.03502 -0.34031 -0.033
C 1.63743 -0.62184 0.70958 -0.615
N -0.67200 -0.02916 0.08215 -0.465
C -1.56939 0.00897 -1.06012 -0.407
C -1.23949 -0.78484 1.17242 -0.398
H 0.51199 2.12077 0.03116 0.220
H 0.80755 1.76236 -1.65817 0.205
H 2.10995 1.82461 -0.51832 0.210
H 0.78484 -0.55266 -1.25903 0.167
H 2.66568 -0.28151 0.60733 0.214
H 1.30272 -0.42969 1.72210 0.207
H 1.63654 -1.70238 0.54158 0.210
H -1.38780 -0.85578 -1.73515 0.154
H -1.37601 0.86821 -1.70029 0.198
H -2.59928 -0.11529 -0.73590 0.203
H -1.60548 -1.76764 0.82386 0.159
H -2.07722 -0.25127 1.62519 0.194
H -0.50304 -1.01398 1.93719 0.202
```

Which is most stable, and by how much? c, by 0.0053 hartree.